C36H29N10OSTa | ωB97M-V/def2-TZVPD

The geometry in XYZ format:
```
78
C36H29N10OSTa ωB97M-V/def2-TZVPD
C 4.41 0.92 -2.16
C 1.36 -1.28 5.54
C 1.30 -0.37 6.61
H -2.83 -4.32 0.60
C -0.85 3.36 -1.46
N -1.94 2.74 -1.24
H -2.52 0.32 -5.84
H -1.67 5.02 -0.73
C 1.09 -0.89 4.24
C 0.79 0.46 4.01
C -2.82 -3.28 0.40
H -1.36 1.41 -3.88
H -0.11 -3.13 -5.19
H -3.48 -0.95 1.48
C 1.79 -0.92 7.86
C -3.07 -0.66 -1.25
C -0.02 -1.59 -3.70
N -1.74 -1.14 -0.99
H 2.40 3.02 -0.80
C -3.07 0.78 -1.46
C 0.62 0.74 2.55
N 1.32 1.68 0.45
C 3.05 0.96 -2.35
H 5.10 1.60 -2.69
C -1.16 0.37 -4.15
C -1.60 -0.37 2.55
C 0.67 1.37 5.05
C -0.46 0.02 1.95
C 4.15 -0.93 -0.63
C 4.95 0.04 -1.24
H -5.12 0.91 -1.97
S 0.51 2.60 -2.31
H 5.99 0.08 -0.94
C -1.43 -1.26 0.41
C -1.77 -0.19 -5.24
H 1.63 -2.31 5.67
H 1.52 -1.81 0.50
N 0.69 -1.77 -1.46
N 2.26 -1.48 8.73
N -1.88 1.34 -1.31
H 2.89 2.15 3.36
H 0.46 2.44 4.88
C 3.03 2.94 1.32
C -0.47 -2.17 -4.88
Ta 0.07 0.27 -1.23
C 0.94 0.96 6.36
H -4.19 2.33 -2.43
C 1.82 -1.97 -0.55
C -4.30 1.58 -1.67
C 0.84 -2.32 -2.69
C -2.40 -1.08 1.58
H 3.86 3.65 1.36
C 2.26 2.57 0.19
H -1.20 -3.01 1.89
H 2.24 -2.96 -0.72
H 4.59 -1.63 0.07
C 1.44 1.46 1.82
C -3.81 -2.84 -0.47
C -1.84 -2.47 1.17
O 1.51 -3.24 -2.98
H 1.17 -1.59 3.40
H -5.07 -1.28 -1.39
C -4.06 -1.55 -1.10
H 0.84 1.66 7.21
H -1.93 -1.98 -6.43
N -0.36 -0.33 -3.32
H -4.60 2.09 -0.73
N -0.80 4.66 -1.12
N -0.33 -0.40 0.62
C 2.52 2.22 2.35
C 2.79 -0.90 -0.94
H -4.45 -3.64 -0.86
N 2.24 0.09 -1.68
H -1.62 -2.05 -1.47
H 2.61 1.69 -3.00
H -1.82 -0.22 3.59
H -0.16 5.28 -1.52
C -1.44 -1.50 -5.59
```

Output
HOMO-LUMO gap = 6.82 eV
energy above the lowest of the compared OMol25 structures with the same formula, charge and spin = 48.5 kcal per mole
highest occupied orbital energy = -0.4994 Ha
charge = +2